Entry 1:
{"formula": "C22H42Cl12F3IN2O5P2", "method": "ωB97M-V/def2-TZVPD", "species": ["C", "P", "C", "N", "C", "C", "F", "O", "C", "C", "C", "C", "O", "N", "C", "O", "F", "C", "O", "F", "P", "O", "I", "H", "H", "H", "H", "H", "H", "H", "H", "H", "H", "H", "H", "H", "H", "H", "H", "H", "H", "Cl", "C", "C", "Cl", "H", "H", "H", "H", "Cl", "C", "C", "Cl", "H", "H", "H", "H", "Cl", "C", "C", "Cl", "H", "H", "H", "H", "Cl", "C", "C", "Cl", "H", "H", "H", "H", "Cl", "C", "C", "Cl", "H", "H", "H", "H", "Cl", "C", "C", "Cl", "H", "H", "H", "H"], "positions_angstrom": [[0.459, 2.080, 0.753], [-1.431, 1.868, 0.811], [-2.288, 3.454, 0.242], [-1.809, 0.465, -0.157], [-2.953, -0.356, 0.291], [-2.340, -1.646, 1.039], [-3.325, -2.626, 1.425], [-1.419, -1.311, 2.103], [-0.151, -1.986, 1.928], [-0.199, -3.569, 2.304], [1.084, -4.244, 1.612], [0.794, -4.847, 0.148], [-0.471, -4.390, -0.437], [-4.084, 0.332, 0.961], [-5.426, -0.163, 0.602], [-5.955, -1.231, 0.938], [-6.261, 0.724, -0.173], [-4.045, 0.384, 2.425], [-4.284, -0.513, 3.239], [-3.755, 1.676, 2.999], [-3.690, -1.075, -1.362], [-2.507, -2.006, -2.172], [-4.221, 0.762, -2.928], [0.673, 3.041, 0.169], [0.825, 2.247, 1.828], [1.002, 1.171, 0.303], [-2.187, 3.533, -0.895], [-1.715, 4.339, 0.723], [-3.375, 3.408, 0.607], [-1.757, 0.597, -1.176], [-1.683, -2.178, 0.247], [0.340, -1.805, 0.902], [0.568, -1.519, 2.708], [-0.118, -3.710, 3.446], [-1.205, -4.013, 1.979], [1.464, -5.073, 2.303], [1.867, -3.406, 1.481], [0.718, -5.991, 0.267], [1.614, -4.532, -0.595], [-0.304, -3.647, -1.054], [-1.616, -1.583, -2.169], [-1.019, -4.505, 5.607], [-2.487, -5.202, 4.878], [-2.427, -6.715, 4.806], [-1.212, -7.284, 3.634], [-2.619, -4.758, 3.889], [-3.328, -4.894, 5.503], [-3.392, -7.109, 4.479], [-2.192, -7.154, 5.778], [-1.499, 6.607, 1.184], [-1.210, 7.055, 2.884], [0.177, 6.664, 3.350], [0.373, 4.897, 3.470], [-1.985, 6.588, 3.494], [-1.332, 8.139, 2.950], [0.363, 7.071, 4.346], [0.949, 7.045, 2.679], [2.008, -0.554, -2.230], [3.561, 0.277, -2.505], [3.833, 1.340, -1.461], [2.723, 2.725, -1.609], [3.547, 0.696, -3.512], [4.340, -0.488, -2.467], [4.845, 1.732, -1.583], [3.743, 0.940, -0.448], [3.862, -0.480, -6.012], [2.986, 0.192, -7.410], [2.019, 1.287, -7.007], [0.644, 0.657, -6.066], [2.474, -0.630, -7.915], [3.738, 0.594, -8.092], [1.603, 1.761, -7.898], [2.511, 2.059, -6.411], [2.895, 8.098, 5.328], [4.071, 6.762, 5.395], [3.470, 5.498, 5.977], [3.109, 5.665, 7.713], [4.934, 7.100, 5.971], [4.399, 6.578, 4.369], [4.177, 4.672, 5.878], [2.547, 5.219, 5.464], [0.736, -3.503, -5.945], [0.340, -3.623, -7.678], [1.488, -4.192, -8.488], [2.870, -3.070, -8.574], [0.053, -2.630, -8.029], [-0.530, -4.278, -7.759], [1.163, -4.373, -9.515], [1.845, -5.136, -8.074]], "e_homo_ev": -7.6609, "charge": 0, "largest_force_ha_per_bohr": 0.106, "homo_lumo_gap_ev": 7.3, "e_lumo_ev": -0.3}

---

Entry 2:
{"formula": "C22H42Cl2MnN5O4SSi4Te", "method": "ωB97M-V/def2-TZVPD", "species": ["Mn", "Cl", "C", "C", "C", "Cl", "C", "O", "C", "C", "O", "C", "H", "H", "H", "C", "C", "N", "N", "C", "S", "N", "N", "H", "H", "H", "H", "H", "H", "N", "C", "C", "C", "O", "O", "H", "H", "H", "H", "H", "H", "C", "Si", "C", "C", "Si", "Te", "Si", "C", "C", "C", "Si", "C", "C", "C", "H", "H", "H", "H", "H", "H", "H", "H", "H", "H", "H", "H", "H", "H", "H", "H", "H", "H", "H", "H", "H", "H", "H", "H", "H", "H", "H"], "positions_angstrom": [[0.302, -1.084, 1.819], [-0.494, -5.407, 7.430], [-0.615, -4.535, 5.922], [-1.858, -4.011, 5.529], [-1.987, -3.337, 4.347], [-3.515, -2.672, 3.883], [-0.883, -3.140, 3.431], [-1.040, -2.560, 2.311], [0.367, -3.640, 3.915], [1.611, -3.405, 3.207], [1.776, -2.694, 2.204], [0.478, -4.343, 5.131], [-2.718, -4.139, 6.170], [2.489, -3.915, 3.647], [1.444, -4.724, 5.440], [5.278, -1.592, 0.171], [4.160, -2.506, -0.148], [4.204, -3.806, -0.211], [2.917, -4.164, -0.519], [2.064, -3.127, -0.591], [0.408, -3.085, -0.823], [2.896, -2.056, -0.383], [2.550, -0.705, -0.442], [6.206, -2.157, 0.198], [5.114, -1.111, 1.136], [5.339, -0.804, -0.580], [2.650, -5.132, -0.571], [1.615, -0.663, -0.866], [2.477, -0.328, 0.522], [-0.506, -0.057, 3.820], [0.232, 1.184, 4.116], [1.688, 0.876, 4.443], [2.557, 0.440, 3.253], [3.770, 0.404, 3.383], [1.902, 0.181, 2.185], [-1.488, 0.125, 3.624], [-0.474, -0.669, 4.634], [-0.222, 1.723, 4.957], [0.167, 1.818, 3.228], [1.738, 0.081, 5.196], [2.174, 1.744, 4.894], [0.258, 3.859, -3.935], [0.653, 2.862, -2.384], [2.286, 2.001, -2.721], [0.931, 4.051, -0.961], [-1.143, 1.454, -1.887], [-1.135, 0.584, 0.415], [-3.093, 2.758, -1.798], [-2.893, 4.104, -0.504], [-3.599, 3.625, -3.396], [-4.534, 1.656, -1.313], [-1.409, -0.223, -3.493], [0.215, -0.992, -4.029], [-2.223, 0.476, -5.044], [-2.518, -1.559, -2.799], [1.109, 4.498, -4.182], [-0.614, 4.496, -3.806], [0.069, 3.210, -4.790], [3.041, 2.773, -2.890], [2.244, 1.371, -3.607], [2.610, 1.378, -1.886], [1.798, 4.682, -1.164], [1.112, 3.499, -0.038], [0.068, 4.691, -0.791], [-2.261, 4.913, -0.869], [-2.443, 3.708, 0.404], [-3.871, 4.522, -0.256], [-2.845, 4.325, -3.747], [-4.515, 4.190, -3.206], [-3.800, 2.926, -4.205], [-4.274, 1.031, -0.460], [-4.820, 0.999, -2.134], [-5.398, 2.270, -1.050], [0.938, -0.243, -4.344], [0.032, -1.664, -4.871], [0.656, -1.573, -3.215], [-1.633, 1.278, -5.488], [-3.216, 0.871, -4.838], [-2.326, -0.318, -5.788], [-2.049, -2.019, -1.929], [-2.708, -2.333, -3.545], [-3.473, -1.149, -2.470]], "e_homo_ev": [-4.2834, -4.3776], "charge": -1, "largest_force_ha_per_bohr": 0.023, "e_above_lowest_kj_mol": 89.11, "s2": 8.76, "spin_multiplicity": 6, "homo_lumo_gap_ev": [6.2, 6.3], "e_lumo_ev": [2.0, 1.9]}

---

Entry 3:
{"formula": "C22H42Cl2N3O16S", "method": "ωB97M-V/def2-TZVPD", "species": ["C", "C", "Cl", "C", "Cl", "N", "C", "C", "S", "C", "N", "N", "C", "O", "H", "H", "H", "H", "H", "H", "H", "H", "H", "H", "H", "H", "C", "O", "C", "O", "O", "C", "H", "H", "H", "H", "H", "H", "C", "O", "C", "O", "O", "C", "H", "H", "H", "H", "H", "H", "C", "O", "C", "O", "O", "C", "H", "H", "H", "H", "H", "H", "C", "O", "C", "O", "O", "C", "H", "H", "H", "H", "H", "H", "C", "O", "C", "O", "O", "C", "H", "H", "H", "H", "H", "H"], "positions_angstrom": [[0.299, -0.878, -2.507], [0.777, -1.835, -3.610], [0.273, -1.290, -5.236], [0.317, -3.287, -3.475], [0.724, -3.937, -1.900], [-1.163, -3.360, -3.737], [-1.850, -4.663, -3.389], [-2.937, -4.508, -2.328], [-4.571, -4.084, -3.006], [-4.427, -2.351, -3.006], [-3.376, -1.650, -3.412], [-3.715, -0.325, -3.215], [-4.934, -0.334, -2.745], [-5.438, -1.581, -2.554], [-0.303, -1.369, -1.745], [1.149, -0.394, -2.038], [-0.310, -0.089, -2.946], [1.863, -1.863, -3.638], [0.812, -3.888, -4.235], [-1.635, -2.596, -3.235], [-1.298, -3.163, -4.728], [-2.323, -5.010, -4.306], [-1.102, -5.395, -3.106], [-2.664, -3.789, -1.557], [-3.078, -5.466, -1.833], [-5.503, 0.546, -2.516], [-2.707, 0.977, 0.852], [-2.085, 2.216, 1.165], [-0.759, 2.172, 1.204], [-0.101, 1.186, 0.985], [-0.307, 3.368, 1.541], [1.119, 3.480, 1.642], [-3.773, 1.178, 0.871], [-2.410, 0.640, -0.138], [-2.458, 0.222, 1.597], [1.586, 3.259, 0.685], [1.500, 2.807, 2.407], [1.309, 4.510, 1.922], [-3.906, 5.199, -0.162], [-4.630, 5.687, -1.295], [-5.322, 4.757, -1.947], [-5.372, 3.585, -1.663], [-5.947, 5.333, -2.969], [-6.738, 4.450, -3.766], [-3.389, 6.052, 0.268], [-4.585, 4.774, 0.573], [-3.175, 4.453, -0.467], [-7.525, 3.997, -3.167], [-6.116, 3.675, -4.210], [-7.173, 5.068, -4.545], [5.377, -4.230, 1.618], [3.987, -3.936, 1.411], [3.641, -2.690, 1.721], [4.371, -1.831, 2.131], [2.333, -2.549, 1.487], [1.822, -1.243, 1.773], [5.510, -5.269, 1.333], [5.998, -3.590, 0.996], [5.646, -4.103, 2.663], [2.299, -0.495, 1.144], [1.973, -0.991, 2.820], [0.759, -1.272, 1.555], [0.321, 9.620, 2.922], [-0.389, 10.130, 1.790], [-1.081, 9.220, 1.115], [-1.146, 8.046, 1.375], [-1.691, 9.824, 0.099], [-2.480, 8.946, -0.706], [0.827, 10.474, 3.360], [-0.369, 9.184, 3.642], [1.049, 8.874, 2.611], [-3.270, 8.492, -0.111], [-1.858, 8.170, -1.149], [-2.917, 9.557, -1.490], [9.543, -7.833, 4.562], [8.337, -8.486, 4.971], [7.223, -7.907, 4.541], [7.158, -6.918, 3.859], [6.185, -8.608, 4.993], [4.911, -8.091, 4.608], [10.351, -8.418, 4.988], [9.621, -7.821, 3.477], [9.575, -6.815, 4.945], [4.809, -8.088, 3.524], [4.773, -7.083, 4.994], [4.178, -8.760, 5.048]], "e_homo_ev": -12.2077, "charge": 1, "largest_force_ha_per_bohr": 0.041, "e_above_lowest_kj_mol": 0.00, "homo_lumo_gap_ev": 9.6, "e_lumo_ev": -2.6}